Formula: C5H8O
Source: the OMol25 dataset
Level of theory: ωB97M-V/def2-TZVPD

Computed properties:
Energy relative to the best compared isomer or geometry (same formula, charge and spin) (kcal/mol): 144.8
SMILES: C1OC[C@@H]2C[C@@H]12
HOMO-LUMO gap (hartree): 0.37030
Electronic energy (a.u.): -270.32711

ORCA input file:
```
! RIJCOSX wB97M-V def2-TZVPD def2/J DEFGRID3
* xyz 0 1
C 0.82306 -1.16124 -0.17500
O 1.80254 -0.01114 0.02960
C 0.85123 1.20164 0.07124
C -0.33410 0.63815 -0.51558
C -1.55654 0.00572 -0.02916
C -0.33055 -0.72796 0.32678
H 0.69766 -1.73598 -1.17035
H 1.37739 -1.91004 0.54973
H 1.42075 2.12309 -0.35248
H 0.45688 1.61324 1.14469
H -0.18431 0.12190 -1.55302
H -2.07209 0.39583 0.89358
H -2.37686 -0.10899 -0.64686
H -0.57506 -0.44421 1.42682
*
```

Formula: C5H11NO
Source: the OMol25 dataset
Level of theory: ωB97M-V/def2-TZVPD

Computed properties:
Energy relative to the best compared isomer or geometry (same formula, charge and spin) (kcal/mol): 22.3
SMILES: CCC(=O)N(C)C
HOMO-LUMO gap (hartree): 0.36093
Electronic energy (a.u.): -327.09579

ORCA input file:
```
! RIJCOSX wB97M-V def2-TZVPD def2/J DEFGRID3
* xyz 0 1
C 0.82876 1.89146 0.08496
C -0.59805 1.55773 -0.33961
C -0.66477 0.14474 -0.92932
O -1.00512 -0.05590 -2.07247
N -0.23125 -0.86749 -0.08615
C 0.52981 -1.97466 -0.64323
C -0.55108 -0.88432 1.32018
H 1.06556 1.71473 1.12966
H 1.12881 2.92028 -0.10555
H 1.52831 1.31519 -0.53437
H -1.35822 1.58570 0.44771
H -0.86135 2.21558 -1.16407
H 1.60414 -1.81072 -0.49284
H 0.25770 -2.10915 -1.68185
H 0.27547 -2.88167 -0.08966
H 0.27365 -0.52492 1.94677
H -0.77551 -1.90715 1.62767
H -1.44687 -0.32943 1.58220
*
```